# 1
ORCA calculation (ωB97M-V/def2-TZVPD) on 2 unconnected molecules or ions with the total composition C4H2N2.

Each line ends with the Löwdin charge.
CARTESIAN COORDINATES (ANGSTROEM)
1 C -1.887 0.226 1.042  0.19
2 C 2.068 0.226 0.044  -0.09
3 C -1.224 -0.079 0.035  -0.25
4 C 0.023 -0.833 -1.970  0.10
5 N 1.269 0.167 0.879  0.06
6 N -0.596 -0.425 -1.032  -0.08
7 H -2.384 0.358 1.869  -0.02
8 H 2.732 0.359 -0.867  0.10

Calculated values
LUMO level = 0.369 eV
Energy relative to the best compared isomer or geometry (same formula, charge and spin) = 81.5 kcal/mol
E = -262.9552 a.u.

---

# 2
ORCA calculation (ωB97M-V/def2-TZVPD) on 2 unconnected molecules or ions with the total composition C12H14BBrF4NO3.

Each line ends with the Löwdin charge.
CARTESIAN COORDINATES (ANGSTROEM)
1 N 2.734 -0.647 1.255  0.00
2 C 1.697 -0.853 0.219  -0.29
3 C 1.444 0.453 -0.518  -0.17
4 C 0.467 0.406 -1.715  -0.17
5 C -0.387 -0.862 -1.858  -0.13
6 C -1.371 -1.099 -0.748  -0.14
7 C -1.708 -2.313 -0.300  0.05
8 C -2.659 -2.445 0.823  -0.42
9 O -3.442 -3.357 0.949  0.09
10 C -2.587 -1.315 1.809  -0.54
11 Br -2.941 -1.743 3.602  0.86
12 C -2.300 -0.082 1.390  -0.18
13 C -2.228 1.176 2.204  -0.10
14 C -3.472 1.498 2.980  -0.29
15 O -3.487 1.739 4.154  0.05
16 C -2.050 0.053 -0.086  -0.29
17 O -2.427 1.034 -0.680  0.14
18 H 3.098 -1.547 1.548  0.05
19 H 2.287 -0.264 2.081  0.06
20 H 2.045 -1.627 -0.466  0.12
21 H 0.779 -1.229 0.686  0.09
22 H 1.132 1.203 0.214  0.11
23 H 2.410 0.786 -0.893  0.10
24 H 1.021 0.590 -2.632  0.10
25 H -0.224 1.241 -1.618  0.10
26 H -0.937 -0.790 -2.801  0.13
27 H 0.249 -1.745 -1.933  0.11
28 H -1.294 -3.213 -0.737  0.13
29 H -2.083 1.996 1.495  0.13
30 H -1.366 1.151 2.870  0.14
31 H -4.408 1.549 2.399  0.13
32 B 4.412 2.056 -2.738  -1.25
33 F 4.279 2.760 -1.527  0.08
34 F 5.450 1.115 -2.637  0.08
35 F 3.194 1.375 -3.001  0.06
36 F 4.675 2.952 -3.789  0.08

Calculated values
Total charge = -1
LUMO level = 0.555 eV
Energy relative to the best compared isomer or geometry (same formula, charge and spin) = 0.0 kcal/mol
E = -3744.7483 a.u.

---

# 3
ORCA calculation (ωB97M-V/def2-TZVPD) on a molecular structure, C15H10AsBr3N3RhS4.

Each line ends with the Löwdin charge.
CARTESIAN COORDINATES (ANGSTROEM)
1 Rh -0.751 -0.009 0.009  0.59
2 S -4.961 -0.015 -1.950  -0.18
3 As -3.939 -0.001 -0.092  -0.58
4 S -2.550 -1.720 0.093  0.15
5 S -2.539 1.713 0.047  0.14
6 S -5.347 0.016 1.497  -0.15
7 Br 0.321 -0.006 6.576  0.79
8 C -0.015 -0.004 4.710  -0.65
9 C -1.338 -0.004 4.238  -0.04
10 C -1.526 -0.003 2.877  -0.13
11 N -0.537 -0.002 1.986  -0.07
12 C 0.770 -0.002 2.436  -0.17
13 C 1.028 -0.002 3.824  -0.04
14 C 1.771 -0.004 1.432  -0.16
15 C 3.160 -0.005 1.687  -0.04
16 C 4.045 -0.005 0.647  -0.64
17 Br 5.914 -0.004 0.966  0.80
18 C 3.570 -0.008 -0.682  -0.07
19 C 2.211 -0.011 -0.871  -0.10
20 N 1.322 -0.008 0.122  0.00
21 H -2.176 -0.006 4.915  0.12
22 H -2.542 -0.001 2.492  0.03
23 H 2.041 -0.003 4.184  0.10
24 H 3.523 -0.005 2.699  0.11
25 H 4.249 -0.008 -1.516  0.11
26 H 1.814 -0.015 -1.879  0.11
27 Br -0.605 0.053 -6.674  0.78
28 C -0.647 0.025 -4.784  -0.66
29 C -0.518 1.204 -4.056  -0.08
30 C -0.596 1.143 -2.682  -0.15
31 N -0.772 -0.007 -2.012  -0.14
32 C -0.855 -1.143 -2.720  -0.14
33 C -0.794 -1.175 -4.096  -0.08
34 H -0.370 2.149 -4.553  0.11
35 H -0.513 2.045 -2.086  0.10
36 H -0.975 -2.061 -2.158  0.08
37 H -0.872 -2.111 -4.625  0.11

Calculated values
LUMO level = -2.766 eV
E = -12403.0182 a.u.

---

# 4
ORCA calculation (ωB97M-V/def2-TZVPD) on a molecular structure, C18H11F10N3RuSSbSe4.

Each line ends with the Löwdin charge.
CARTESIAN COORDINATES (ANGSTROEM)
1 Ru 0.594 -0.067 0.239  0.60
2 C 0.467 2.905 0.055  -0.13
3 N -0.405 1.725 -0.079  -0.34
4 C -1.476 1.793 0.949  -0.21
5 C -2.285 0.506 0.972  -0.23
6 N -1.359 -0.602 0.825  -0.11
7 C -1.787 -1.863 0.936  -0.20
8 C -3.122 -2.335 0.863  -0.14
9 F -4.146 -1.471 0.631  0.05
10 C -3.469 -3.670 0.956  -0.17
11 F -4.765 -4.019 0.856  0.09
12 C -2.515 -4.650 1.128  -0.17
13 F -2.857 -5.952 1.225  0.08
14 C -1.190 -4.247 1.212  -0.17
15 F -0.237 -5.171 1.396  0.11
16 C -0.848 -2.919 1.121  -0.17
17 F 0.460 -2.614 1.223  0.03
18 C -1.015 1.670 -1.422  -0.17
19 C -0.061 1.033 -2.398  -0.17
20 N 0.286 -0.353 -1.965  -0.25
21 C -0.625 -1.403 -2.281  -0.13
22 C -0.263 -2.718 -1.954  -0.19
23 F 0.931 -2.972 -1.433  0.11
24 C -1.107 -3.794 -2.124  -0.14
25 F -0.696 -5.021 -1.799  0.13
26 C -2.388 -3.607 -2.609  -0.14
27 F -3.220 -4.641 -2.759  0.12
28 C -2.778 -2.333 -2.947  -0.14
29 F -4.003 -2.120 -3.445  0.11
30 C -1.907 -1.262 -2.805  -0.12
31 F -2.403 -0.078 -3.217  0.08
32 H -0.120 3.822 -0.092  0.09
33 H 1.281 2.857 -0.664  0.05
34 H 0.927 2.901 1.040  0.00
35 H -2.121 2.660 0.748  0.12
36 H -0.967 1.936 1.900  0.06
37 H -3.058 0.531 0.194  0.10
38 H -2.823 0.462 1.928  0.12
39 H -1.280 2.681 -1.758  0.13
40 H -1.931 1.090 -1.358  0.10
41 H 0.882 1.574 -2.385  0.09
42 H -0.436 1.042 -3.420  0.12
43 Se 4.168 1.387 5.018  -0.40
44 Sb 3.534 1.288 2.674  -0.14
45 Se 1.180 0.332 2.600  -0.04
46 Se 2.774 0.059 -1.025  0.63
47 Se 3.767 3.386 1.425  -0.33
48 S 2.027 -1.183 -3.879  0.58
49 C 1.714 -0.577 -2.387  -1.31

Calculated values
Total charge = -2
LUMO level (alpha / beta) = 3.959 / 3.955 eV
2S+1 = 2
Energy relative to the best compared isomer or geometry (same formula, charge and spin) = 25.2 kcal/mol
E = -12194.5648 a.u.
⟨S²⟩ = 0.764

---

# 5
ORCA calculation (ωB97M-V/def2-TZVPD) on 3 unconnected molecules or ions with the total composition C5H5NO2S2.

Each line ends with the Löwdin charge.
CARTESIAN COORDINATES (ANGSTROEM)
1 C -1.762 1.004 -0.434  -0.22
2 C 2.288 -3.318 0.924  -0.47
3 C -3.138 0.251 -2.288  0.04
4 C -1.993 0.688 -1.803  -0.16
5 C 1.984 1.301 1.691  -1.05
6 N -1.276 1.243 0.557  0.16
7 O 1.687 -3.131 -0.015  0.23
8 O 2.834 -3.440 1.914  0.22
9 S 3.426 0.745 1.082  0.66
10 S 0.946 0.366 2.575  0.66
11 H -3.420 0.256 -3.286  0.04
12 H -4.079 -0.028 -1.788  0.08
13 H -1.185 1.021 -2.438  0.11
14 H 3.635 1.820 0.310  -0.14
15 H 0.052 1.223 3.000  -0.15

Calculated values
LUMO level = 0.358 eV
Energy relative to the best compared isomer or geometry (same formula, charge and spin) = 31.6 kcal/mol
E = -1195.0244 a.u.

---

# 6
ORCA calculation (ωB97M-V/def2-TZVPD) on a single C4H10FN molecule.

Each line ends with the Löwdin charge.
CARTESIAN COORDINATES (ANGSTROEM)
1 C 0.966 1.671 1.139  -0.08
2 C 0.434 0.267 0.732  -0.46
3 N -0.777 -0.255 1.376  0.04
4 C 0.302 0.441 -0.730  -0.22
5 C -0.616 -0.524 -1.436  -0.24
6 F -0.237 -1.822 -1.193  -0.04
7 H 1.916 1.949 0.817  0.05
8 H 0.296 2.494 0.790  0.08
9 H 0.897 1.667 2.277  0.09
10 H 1.224 -0.338 1.023  0.11
11 H -1.610 0.350 1.274  0.08
12 H -0.661 -0.391 2.404  0.09
13 H -0.112 1.467 -1.069  0.14
14 H 1.297 0.484 -1.251  0.14
15 H -0.602 -0.294 -2.501  0.11
16 H -1.590 -0.343 -0.895  0.12

Calculated values
LUMO level = 1.075 eV
Energy relative to the best compared isomer or geometry (same formula, charge and spin) = 18.2 kcal/mol
Structure (SMILES) = C[C@@H](N)CCF
E = -312.9899 a.u.

---

# 7
ORCA calculation (ωB97M-V/def2-TZVPD) on a molecular structure, C13H13IrN4O8.

Each line ends with the Löwdin charge.
CARTESIAN COORDINATES (ANGSTROEM)
1 Ir -0.325 0.102 0.120  1.77
2 O -0.169 0.001 6.153  0.14
3 C -0.226 -0.098 4.826  -0.24
4 C -1.414 -0.337 4.126  0.12
5 C -1.354 -0.389 2.764  -0.16
6 N -0.203 -0.214 2.109  0.00
7 C 0.938 0.025 2.762  -0.14
8 C 0.974 0.071 4.123  0.13
9 C 2.070 0.287 1.853  -0.52
10 O 3.197 0.367 2.248  0.16
11 O 1.650 0.459 0.596  -0.17
12 C -2.485 -0.625 1.859  -0.52
13 O -3.602 -0.755 2.253  0.19
14 O -2.057 -0.704 0.579  -0.18
15 H -1.035 -0.113 6.562  0.14
16 H -2.374 -0.470 4.612  0.15
17 H 1.907 0.248 4.642  0.16
18 C 1.736 5.175 -1.101  0.01
19 N 0.833 4.059 -0.820  -0.06
20 C -0.330 4.134 0.077  0.02
21 C -0.682 2.672 0.191  -0.44
22 O -1.443 2.062 0.933  0.07
23 N 0.095 1.974 -0.651  0.00
24 C 1.033 2.796 -1.181  -0.35
25 N 2.004 2.364 -1.957  0.28
26 H 1.259 6.094 -0.777  0.10
27 H 1.930 5.254 -2.170  0.10
28 H 2.676 5.061 -0.561  0.11
29 H -1.147 4.713 -0.353  0.16
30 H -0.078 4.559 1.048  0.16
31 H 2.083 1.370 -2.121  0.14
32 H 2.733 2.971 -2.288  0.13
33 C 0.927 -3.595 -0.806  0.02
34 C 1.345 -2.139 -1.048  -0.61
35 O 2.530 -1.897 -1.140  0.10
36 O 0.336 -1.270 -1.164  -0.22
37 H 1.758 -4.255 -1.019  0.09
38 H 0.072 -3.803 -1.448  0.09
39 H 0.640 -3.661 0.245  0.09

Calculated values
Total charge = +1
LUMO level (alpha / beta) = -5.311 / -5.394 eV
2S+1 = 2
Energy relative to the best compared isomer or geometry (same formula, charge and spin) = 82.6 kcal/mol
E = -1428.2311 a.u.
⟨S²⟩ = 0.754

---

# 8
ORCA calculation (ωB97M-V/def2-TZVPD) on a gas-phase ion, C4H8N (charge +1).

Each line ends with the Löwdin charge.
CARTESIAN COORDINATES (ANGSTROEM)
1 C 0.910 1.585 0.400  -0.07
2 C 1.334 0.126 0.407  -0.17
3 C 0.169 -0.647 0.175  0.11
4 N -0.882 -1.067 -0.104  0.15
5 C -2.051 -1.442 -0.605  -0.03
6 H 0.077 1.581 1.018  0.05
7 H 0.624 1.939 -0.646  0.12
8 H 1.601 2.391 0.821  0.13
9 H 2.081 -0.043 -0.442  0.17
10 H 1.856 -0.214 1.307  0.15
11 H -2.841 -0.790 -0.260  0.13
12 H -1.952 -1.445 -1.651  0.11
13 H -2.286 -2.482 -0.225  0.15

Calculated values
Total charge = +1
LUMO level = -4.054 eV
Energy relative to the best compared isomer or geometry (same formula, charge and spin) = 11.6 kcal/mol
Structure (SMILES) = CCC#[N+]C
E = -211.6526 a.u.